Record 1
This record from the OMol25 dataset describes one molecule with the formula C2H4N2OS3. The level of theory is the ωB97M-V functional and the def2-TZVPD basis.

Structure (ORCA input):
```
! wB97M-V def2-TZVPD RIJCOSX def2/J DEFGRID3
* xyz 0 1
O -0.42113 -2.20897 0.39964
N -0.50532 -1.42613 -0.74383
C -0.13540 -0.25093 -0.41899
N 0.05172 0.75718 -1.39831
S -0.40150 2.34508 -1.09607
C 0.32896 0.05663 0.96335
S -0.61470 0.17008 2.24861
S 2.07977 0.32088 0.97128
H -0.75235 -3.02858 -0.02252
H -0.02448 0.45961 -2.34826
H -1.71730 2.18784 -0.83142
H 2.11173 0.61731 2.27650
*
```

Its orbital gap is 0.3067 hartree. The calculation puts the largest force on an atom at 2.55 eV Å⁻¹. The HOMO energy comes out at -8.88 eV.

---

Record 2
This record from the OMol25 dataset describes one molecule with the formula C2H4N2S. The level of theory is the ωB97M-V functional and the def2-TZVPD basis.

Structure (ORCA input):
```
! wB97M-V def2-TZVPD RIJCOSX def2/J DEFGRID3
* xyz 0 1
C -0.88308 0.38694 -0.28585
C 2.61915 -0.84631 0.09533
N 0.46598 0.20167 0.31802
N 1.55840 -0.26091 0.02678
S -2.21193 -0.68205 0.35583
H -1.29585 1.34167 0.00838
H -0.86068 0.13462 -1.34605
H 3.57484 -0.63634 -0.27368
H -2.96683 0.36072 1.10125
*
```

Its orbital gap is 0.3372 hartree. The calculation puts the largest force on an atom at 2.93 eV Å⁻¹. The HOMO energy comes out at -8.63 eV.

---

Record 3
This record from the OMol25 dataset describes one molecule with the formula C2H4N2S. The level of theory is the ωB97M-V functional and the def2-TZVPD basis.

Structure (ORCA input):
```
! wB97M-V def2-TZVPD RIJCOSX def2/J DEFGRID3
* xyz 0 1
C 0.85507 0.49479 1.12542
C -0.69433 -0.49881 -1.00326
N 0.59761 -0.76940 0.83354
N -0.00777 -1.32323 -0.03553
S -0.53786 1.23725 -0.92045
H 0.32154 1.07149 1.74926
H 1.88805 0.92830 1.09702
H -0.19357 -0.93281 -1.85596
H -1.78142 -0.80590 -1.03786
*
```

Its orbital gap is 0.2904 hartree. The calculation puts the largest force on an atom at 4.29 eV Å⁻¹. The HOMO energy comes out at -8.34 eV.

---

Record 4
This record from the OMol25 dataset describes one molecule with the formula C2H4N2S. The level of theory is the ωB97M-V functional and the def2-TZVPD basis.

Structure (ORCA input):
```
! wB97M-V def2-TZVPD RIJCOSX def2/J DEFGRID3
* xyz 0 1
H 0.04883 0.00050 2.15132
N 0.76333 -0.24079 1.39812
C 0.32806 0.00449 0.21748
N 0.98132 -0.45427 -0.86984
C -0.98861 0.61448 0.03921
S -1.72928 0.96535 -1.40129
H 1.61690 -1.22380 -0.78786
H 0.49718 -0.51349 -1.80342
H -1.51773 0.84754 1.05628
*
```

Its orbital gap is 0.2980 hartree. The calculation puts the largest force on an atom at 2.92 eV Å⁻¹. The HOMO energy comes out at -9.36 eV.

---

Record 5
This record from the OMol25 dataset describes one molecule with the formula C2H4N2S2. The level of theory is the ωB97M-V functional and the def2-TZVPD basis.

Structure (ORCA input):
```
! wB97M-V def2-TZVPD RIJCOSX def2/J DEFGRID3
* xyz 0 1
N 3.00687 -0.00252 -0.57689
N 1.71163 -0.40640 -0.52946
C 0.87146 0.50027 -0.13595
C -0.53892 0.25774 0.16924
S -1.61755 1.28288 0.81550
S -1.07798 -1.37098 -0.24733
H 3.59583 -0.78517 -0.33596
H 3.31074 0.96197 -0.37354
H 1.10209 1.56103 -0.23671
H 0.09514 -2.01376 -0.59983
*
```

Its orbital gap is 0.2950 hartree. The calculation puts the largest force on an atom at 2.61 eV Å⁻¹. The HOMO energy comes out at -8.88 eV.

---

Record 6
This record from the OMol25 dataset describes C2H4N2S2 as an isolated structure. The level of theory is the ωB97M-V functional and the def2-TZVPD basis.

Structure (ORCA input):
```
! wB97M-V def2-TZVPD RIJCOSX def2/J DEFGRID3
* xyz 0 1
C -0.87169 0.91690 -0.47954
C 1.05022 -1.19871 -0.71518
N -0.46844 1.15867 1.79111
N -0.93646 0.69924 0.77693
S -1.89357 2.24365 -0.74842
S -0.02242 -0.14704 -1.62302
H 2.09732 -0.87302 -0.69411
H 1.11585 -2.10769 -1.32836
H 0.80040 -1.43369 0.38498
H -0.87121 0.74169 2.63561
*
```

Its orbital gap is 0.3047 hartree. The calculation puts the largest force on an atom at 4.03 eV Å⁻¹. The HOMO energy comes out at -8.58 eV.

---

Record 7
This record from the OMol25 dataset describes one molecule with the formula C2H4N2S2. The level of theory is the ωB97M-V functional and the def2-TZVPD basis.

Structure (ORCA input):
```
! wB97M-V def2-TZVPD RIJCOSX def2/J DEFGRID3
* xyz 0 1
N 0.89413 2.21802 0.36174
N -0.21127 2.18130 -0.40071
C -0.75578 0.95820 -0.64291
C -0.21253 -0.38559 -0.15263
S 0.30058 -1.56738 -1.27198
S -0.30169 -0.95359 1.46200
H 1.65767 1.66268 0.36500
H 1.00528 3.29936 0.60015
H -1.65681 0.90730 -1.34483
H 0.04135 0.23517 2.38526
*
```

Its orbital gap is 0.2794 hartree. The calculation puts the largest force on an atom at 7.78 eV Å⁻¹. The HOMO energy comes out at -8.61 eV.

---

Record 8
This record from the OMol25 dataset describes a 2-piece molecular cluster, C2H4N2S2 overall. The level of theory is the ωB97M-V functional and the def2-TZVPD basis.

Structure (ORCA input):
```
! wB97M-V def2-TZVPD RIJCOSX def2/J DEFGRID3
* xyz 0 1
C 0.21842 2.27688 -0.28493
C -0.42643 -1.04159 -0.43532
N 2.57915 2.11712 -0.60762
N 1.40864 2.01474 -0.30936
S -1.34986 2.42121 -0.43727
S 0.97680 -0.50990 0.43065
H -0.35938 -1.56919 -1.47026
H -1.16628 -0.11028 -0.40387
H -0.76840 -1.93861 0.14439
H 3.03810 2.50664 0.24701
*
```

Its orbital gap (spin up / spin down) is 0.2654 / 0.2550 hartree. The calculation puts the largest force on an atom at 5.93 eV Å⁻¹. The HOMO energy (spin up / spin down) comes out at -8.97 / -8.49 eV.

---

Record 9
This record from the OMol25 dataset describes a 2-piece molecular cluster, C2H4N2S2 overall. The level of theory is the ωB97M-V functional and the def2-TZVPD basis.

Structure (ORCA input):
```
! wB97M-V def2-TZVPD RIJCOSX def2/J DEFGRID3
* xyz 0 1
C -2.12128 -1.05791 -1.36113
C 1.73578 1.69250 0.70020
N -0.89717 -2.64477 -0.11152
N -1.67535 -1.79464 -0.52530
S -2.73577 -0.00017 -2.36930
S 0.37699 0.58526 0.43664
H 2.27422 1.50527 1.69321
H 1.37257 2.68065 0.73722
H 2.46841 1.80865 -0.15919
H -0.79838 -2.77484 0.95917
*
```

Its orbital gap (spin up / spin down) is 0.2669 / 0.2390 hartree. The calculation puts the largest force on an atom at 4.52 eV Å⁻¹. The HOMO energy (spin up / spin down) comes out at -8.75 / -8.48 eV.

---

Record 10
This record from the OMol25 dataset describes a 2-piece molecular cluster, C2H4N2S2 overall. The level of theory is the ωB97M-V functional and the def2-TZVPD basis.

Structure (ORCA input):
```
! wB97M-V def2-TZVPD RIJCOSX def2/J DEFGRID3
* xyz 0 1
C 1.01330 1.09453 -0.18415
C -0.14199 -1.07448 -0.22083
N -0.45408 1.17795 -0.09969
N -0.98990 0.01806 -0.18192
S -2.61055 -0.33095 -0.03626
S 1.57191 -0.58062 -0.54300
H 1.34508 1.90522 -0.74950
H 1.23731 1.26842 0.99434
H -0.42260 -1.50663 1.60694
H -0.54849 -1.97151 -0.58593
*
```

Its orbital gap (spin up / spin down) is 0.2636 / 0.2631 hartree. The calculation puts the largest force on an atom at 5.10 eV Å⁻¹. The HOMO energy (spin up / spin down) comes out at -8.64 / -8.65 eV.

---

Record 11
This record from the OMol25 dataset describes a 2-piece molecular cluster, C2H4N2S2 overall. The level of theory is the ωB97M-V functional and the def2-TZVPD basis.

Structure (ORCA input):
```
! wB97M-V def2-TZVPD RIJCOSX def2/J DEFGRID3
* xyz 0 1
C -1.49715 1.89296 0.70568
C 1.23119 -1.58887 -1.04614
N -1.58917 1.43697 1.84719
N 2.12141 -2.23208 -0.45149
S -2.73366 1.66503 -0.40705
S -0.04381 -0.67521 -0.45034
H -0.71293 2.45774 0.17578
H 1.43243 -1.43888 -2.08878
H -0.85471 1.44600 2.63468
H 2.64639 -2.96367 -0.91953
*
```

Its orbital gap (spin up / spin down) is 0.2439 / 0.2534 hartree. The calculation puts the largest force on an atom at 4.01 eV Å⁻¹. The HOMO energy (spin up / spin down) comes out at -9.25 / -9.38 eV.

---

Record 12
This record from the OMol25 dataset describes a 2-piece molecular cluster, C2H4N2S3 overall. The level of theory is the ωB97M-V functional and the def2-TZVPD basis.

Structure (ORCA input):
```
! wB97M-V def2-TZVPD RIJCOSX def2/J DEFGRID3
* xyz 0 1
S -1.99313 -0.99324 -2.12087
C -0.77425 -1.68886 -1.29826
N -0.29016 -1.25696 -0.10655
N 0.76257 -1.88040 0.42224
C 1.15349 -2.83809 -0.31912
S 0.24075 -3.06867 -1.78630
H -0.66536 -0.44261 0.37014
H 1.98417 -3.46530 -0.07403
S -0.48511 2.22730 0.95120
H 0.16771 2.49175 -0.17332
H -1.64584 2.08700 0.31006
*
```

Its orbital gap is 0.3277 hartree. The calculation puts the largest force on an atom at 1.10 eV Å⁻¹. The HOMO energy comes out at -8.49 eV.

---

Record 13
This record from the OMol25 dataset describes a 2-piece molecular cluster, C2H4N3O overall. The level of theory is the ωB97M-V functional and the def2-TZVPD basis.

Structure (ORCA input):
```
! wB97M-V def2-TZVPD RIJCOSX def2/J DEFGRID3
* xyz 1 1
C 2.30990 -0.68759 -0.52554
C -0.04283 -0.08959 -0.26231
N 3.40160 -0.91641 -0.69249
N -0.29889 -0.05851 0.99361
N -0.71394 0.19411 -1.31538
O -1.53192 0.40450 1.44543
H 0.28098 -0.51452 1.69139
H -0.29307 0.20721 -2.23600
H -1.71302 0.40700 -1.25644
H -1.39881 1.05380 2.15773
*
```

Its orbital gap (spin up / spin down) is 0.3083 / 0.3013 hartree. The calculation puts the largest force on an atom at 7.27 eV Å⁻¹. The HOMO energy (spin up / spin down) comes out at -16.47 / -16.36 eV.

---

Record 14
This record from the OMol25 dataset describes an isolated ion of composition C2H4N3O and charge +1. The level of theory is the ωB97M-V functional and the def2-TZVPD basis.

Structure (ORCA input):
```
! wB97M-V def2-TZVPD RIJCOSX def2/J DEFGRID3
* xyz 1 1
H -0.30916 2.53163 -0.42518
N -0.44227 1.59526 -0.07130
N 0.54773 0.96302 0.29981
O 1.69711 1.18914 0.42633
C 0.20109 -0.41164 0.68836
N -0.19353 -1.05932 -0.39884
C -0.80557 -1.50689 -1.25880
H -0.62198 -0.39724 1.52173
H 1.24334 -0.77228 1.15778
H -1.31674 -2.13169 -1.93990
*
```

Its orbital gap is 0.3420 hartree. The calculation puts the largest force on an atom at 6.48 eV Å⁻¹. The HOMO energy comes out at -15.10 eV.

---

Record 15
This record from the OMol25 dataset describes a 2-piece molecular cluster, C2H4N3OS overall. The level of theory is the ωB97M-V functional and the def2-TZVPD basis.

Structure (ORCA input):
```
! wB97M-V def2-TZVPD RIJCOSX def2/J DEFGRID3
* xyz -1 1
C 0.42817 -0.78060 -0.11136
C 1.76016 -1.15257 0.15521
N 1.73767 1.02737 0.07209
N 0.51427 0.58193 -0.24881
N 2.48549 0.01501 0.30143
O -0.50133 1.30297 -0.57809
S -3.12106 0.28333 0.31133
H -0.43163 -1.37899 -0.11465
H 2.07815 -2.19169 0.22137
H -1.76796 0.68937 -0.07333
H -3.18193 1.60387 0.06481
*
```

Its orbital gap is 0.2864 hartree. The calculation puts the largest force on an atom at 3.66 eV Å⁻¹. The HOMO energy comes out at -4.00 eV.

---

Record 16
This record from the OMol25 dataset describes one molecule with the formula C2H4N3P. The level of theory is the ωB97M-V functional and the def2-TZVPD basis.

Structure (ORCA input):
```
! wB97M-V def2-TZVPD RIJCOSX def2/J DEFGRID3
* xyz 0 1
H 2.33833 0.74062 -0.67524
N 1.58343 0.10716 -0.42310
N 0.89145 -0.35628 -1.38243
C -0.28607 -0.89778 -1.41631
N -0.98863 -0.93814 -0.29390
C -1.03054 -0.50211 0.84977
P -0.13313 0.56141 1.87351
H -0.64800 -1.47246 -2.24060
H -1.29019 1.16244 2.69963
H -0.43665 1.59514 1.00866
*
```

Its orbital gap (spin up / spin down) is 0.2738 / 0.2379 hartree. The calculation puts the largest force on an atom at 6.01 eV Å⁻¹. The HOMO energy (spin up / spin down) comes out at -8.04 / -7.56 eV.

---

Record 17
This record from the OMol25 dataset describes a 2-piece molecular cluster, C2H4N4 overall. The level of theory is the ωB97M-V functional and the def2-TZVPD basis.

Structure (ORCA input):
```
! wB97M-V def2-TZVPD RIJCOSX def2/J DEFGRID3
* xyz 0 1
C -1.35687 -0.31095 0.18994
N -0.29132 -0.26350 -0.81509
C 1.49897 1.49767 0.25392
N 1.88885 0.92673 1.18105
N 1.48095 -1.82065 -0.76167
N 0.59318 -1.11846 -0.72440
H -0.98100 -0.29743 1.22099
H -1.99508 -1.18877 0.04358
H -1.95870 0.58474 0.02829
H 1.12102 1.99060 -0.61661
*
```

Its orbital gap is 0.3861 hartree. The calculation puts the largest force on an atom at 1.41 eV Å⁻¹. The HOMO energy comes out at -9.66 eV.

---

Record 18
This record from the OMol25 dataset describes one molecule with the formula C2H4N4. The level of theory is the ωB97M-V functional and the def2-TZVPD basis.

Structure (ORCA input):
```
! wB97M-V def2-TZVPD RIJCOSX def2/J DEFGRID3
* xyz 0 1
N -0.09401 -0.84442 -1.90753
C -0.11853 -0.25432 -0.58340
C 1.06492 -0.30604 0.19306
N 0.72501 0.46991 1.28536
N -0.41188 0.88129 1.30188
N -1.00922 0.41237 0.21819
H 0.75044 -1.27311 -2.00915
H -0.92788 -1.51418 -2.26698
H 1.85653 -1.04165 0.34007
H -1.82673 0.75706 -0.00723
*
```

Its orbital gap is 0.3475 hartree. The calculation puts the largest force on an atom at 6.32 eV Å⁻¹. The HOMO energy comes out at -8.75 eV.

---

Record 19
This record from the OMol25 dataset describes one molecule with the formula C2H4N4. The level of theory is the ωB97M-V functional and the def2-TZVPD basis.

Structure (ORCA input):
```
! wB97M-V def2-TZVPD RIJCOSX def2/J DEFGRID3
* xyz 0 1
H -2.48974 0.82588 0.00055
N -2.05689 -0.09217 0.00452
C -0.78299 -0.00454 -0.00265
N 0.10645 1.07568 -0.00341
C 1.39201 0.58067 0.00187
N 1.41504 -0.70628 0.00366
N 0.09373 -1.06264 -0.00609
H -0.16916 2.04204 -0.00180
H 2.27177 1.20560 0.00740
H -0.17524 -2.03249 0.00781
*
```

Its orbital gap is 0.3279 hartree. The calculation puts the largest force on an atom at 0.39 eV Å⁻¹. The HOMO energy comes out at -8.15 eV.

---

Record 20
This record from the OMol25 dataset describes one molecule with the formula C2H4N4. The level of theory is the ωB97M-V functional and the def2-TZVPD basis.

Structure (ORCA input):
```
! wB97M-V def2-TZVPD RIJCOSX def2/J DEFGRID3
* xyz 0 1
C 2.27044 0.25319 -0.02862
C -1.86506 0.09661 0.01046
N 1.46332 -1.05884 -0.00795
N 1.70314 1.30536 0.01260
N 0.28211 -0.92186 0.01425
N -0.44990 0.04232 0.04049
H 3.29538 -0.08396 -0.05194
H -2.19993 0.42370 -0.97682
H -2.30357 -0.87939 0.23549
H -2.19593 0.82287 0.75204
*
```

Its orbital gap (spin up / spin down) is 0.3124 / 0.3119 hartree. The calculation puts the largest force on an atom at 2.28 eV Å⁻¹. The HOMO energy (spin up / spin down) comes out at -9.60 / -9.60 eV.